Entry 1:
C6H9NO4S | ωB97M-V with the def2-TZVPD basis set

* electronic energy: -26879.995 eV
* total charge: 0
* HOMO energy: -9.202 eV
* structure (SMILES): O=C(O)CN[C@@H]1C=CCS1(=O)=O

Each line ends with the natural charge from an NBO analysis.
Geometry (Å):
O  -0.460  -1.782  -3.880  -0.546
C  -0.099  -1.301  -2.827  0.793
O  1.004  -0.639  -2.567  -0.683
C  -0.860  -1.410  -1.479  -0.350
N  -1.084  -0.060  -0.936  -0.581
C  -0.870  0.113  0.354  -0.099
C  -0.858  1.489  0.906  -0.263
C  0.003  1.835  1.880  -0.184
C  0.843  0.882  2.630  -0.598
S  1.119  -0.247  0.903  1.897
O  1.965  0.243  -0.154  -0.961
O  1.302  -1.612  1.282  -0.938
H  1.193  -0.323  -1.713  0.510
H  -0.439  -1.940  -0.706  0.213
H  -1.746  -1.916  -1.800  0.221
H  -0.552  0.628  -1.543  0.393
H  -1.012  -0.719  0.950  0.224
H  -1.326  2.343  0.438  0.234
H  0.157  2.870  2.011  0.216
H  1.579  1.443  3.245  0.261
H  0.142  0.102  3.005  0.243



Entry 2:
C30H60BBrF3O10P | ωB97M-V with the def2-TZVPD basis set

* electronic energy: -140718.762 eV
* total charge: 0
* HOMO energy: -7.126 eV
* structure (SMILES): CCP(CC)B(CCC(F)(F)F)C[C@@H](C)Br.CCOC(C)=O.CCOC(C)=O.CCOC(C)=O.CCOC(C)=O.CCOC(C)=O

Each line ends with the Mulliken charge.
Geometry (Å):
C  -4.228  -1.511  -5.406  -1.086
C  -3.200  -0.363  -5.497  -0.586
P  -3.113  0.852  -4.103  0.094
C  -4.052  2.390  -4.548  0.089
C  -3.163  3.603  -4.263  -1.454
B  -3.909  0.098  -2.513  0.092
C  -5.491  0.032  -2.399  -0.594
C  -6.069  0.656  -1.115  -0.795
C  -7.560  0.877  -1.198  0.806
F  -8.197  -0.117  -1.866  -0.270
F  -8.125  0.941  0.043  -0.284
F  -7.869  2.042  -1.825  -0.272
C  -3.100  -0.478  -1.280  -1.144
C  -1.785  0.181  -0.894  0.425
C  -0.629  0.031  -1.870  -1.347
Br  -2.091  2.056  -0.406  -0.210
H  -3.760  -2.423  -5.047  0.303
H  -4.587  -1.744  -6.410  0.342
H  -5.104  -1.261  -4.818  0.186
H  -3.359  0.194  -6.414  0.317
H  -2.208  -0.801  -5.572  0.471
H  -4.227  2.344  -5.624  0.004
H  -5.001  2.475  -4.018  0.356
H  -2.868  3.617  -3.216  0.277
H  -2.257  3.544  -4.858  0.363
H  -3.690  4.528  -4.491  0.434
H  -5.710  -1.042  -2.372  0.356
H  -5.984  0.409  -3.292  0.456
H  -5.919  -0.043  -0.297  0.315
H  -5.569  1.587  -0.868  0.241
H  -3.736  -0.462  -0.395  0.270
H  -2.902  -1.538  -1.476  0.350
H  -1.461  -0.267  0.042  0.567
H  -0.799  -0.866  -2.462  0.295
H  -0.634  0.851  -2.582  0.402
H  0.330  0.000  -1.364  0.301
C  4.445  -3.888  -0.191  -0.977
C  4.076  -2.759  -1.130  -0.297
O  3.422  -3.232  -2.310  -0.381
C  2.095  -3.458  -2.369  0.763
C  1.290  -3.468  -1.091  -0.705
O  1.599  -3.702  -3.432  -0.587
H  3.562  -4.409  0.178  0.264
H  4.998  -3.503  0.667  0.348
H  5.066  -4.619  -0.709  0.316
H  3.476  -1.993  -0.636  0.273
H  4.978  -2.267  -1.491  0.318
H  1.226  -4.491  -0.722  0.301
H  0.288  -3.114  -1.319  0.116
H  1.689  -2.829  -0.306  0.249
C  3.215  2.706  3.520  -0.771
C  2.875  2.236  2.122  -0.527
O  2.305  0.923  2.121  -0.393
C  0.994  0.697  2.310  0.852
C  0.103  1.821  2.789  -1.007
O  0.572  -0.415  2.137  -0.602
H  2.321  2.794  4.140  0.262
H  3.703  3.681  3.483  0.408
H  3.890  1.993  3.998  0.164
H  2.225  2.934  1.593  0.386
H  3.785  2.144  1.532  0.375
H  0.035  1.788  3.876  0.288
H  -0.883  1.658  2.365  0.267
H  0.432  2.809  2.479  0.315
C  -7.027  0.216  -10.855  -1.043
C  -6.586  -0.412  -9.551  -0.413
O  -5.455  0.260  -8.987  -0.367
C  -5.564  1.346  -8.204  0.846
C  -6.888  2.062  -8.093  -1.098
O  -4.579  1.752  -7.650  -0.594
H  -7.363  1.244  -10.714  0.274
H  -7.847  -0.355  -11.292  0.370
H  -6.198  0.235  -11.562  0.309
H  -7.397  -0.474  -8.825  0.377
H  -6.243  -1.430  -9.726  0.337
H  -6.913  2.863  -8.831  0.295
H  -6.951  2.501  -7.100  0.297
H  -7.756  1.422  -8.230  0.357
C  6.807  2.895  8.282  -1.196
C  6.847  1.451  7.830  -0.238
O  6.035  1.227  6.670  -0.374
C  6.467  1.429  5.413  0.819
C  7.761  2.171  5.178  -1.076
O  5.770  1.064  4.508  -0.617
H  7.220  3.565  7.528  0.298
H  7.378  3.020  9.202  0.395
H  5.778  3.203  8.464  0.319
H  7.866  1.097  7.664  0.357
H  6.419  0.816  8.602  0.367
H  7.535  3.228  5.044  0.257
H  8.206  1.790  4.264  0.341
H  8.490  2.061  5.977  0.338
C  3.447  -1.968  7.992  -1.102
C  4.931  -1.675  8.074  0.132
O  5.526  -2.248  9.243  -0.368
C  5.971  -3.519  9.294  0.713
C  5.612  -4.476  8.181  -0.868
O  6.596  -3.871  10.254  -0.562
H  3.252  -3.037  7.905  0.308
H  3.010  -1.467  7.129  0.333
H  2.947  -1.618  8.895  0.323
H  5.464  -1.985  7.175  0.373
H  5.082  -0.607  8.170  -0.171
H  4.705  -5.010  8.461  0.252
H  6.422  -5.193  8.080  0.303
H  5.462  -4.003  7.214  0.308